Record 1
The following is a quantum chemistry calculation of a 2-piece molecular cluster, C4H13NOS overall in a non-equilibrium geometry, from OMol25.

The energy relative to the best compared isomer or geometry (same formula, charge and spin) is 48.64 kcal per mole. The highest occupied orbital energy is -8.74 eV. The SMILES is CNCCCS.O. As for the charge: 0. The value obtained for the total energy is -688.31120 a.u. As for the gap between HOMO and LUMO: 9.529 eV.

```
20
Properties=species:S:1:pos:R:3:forces:R:3
C 1.0551 1.6721 0.5254 -2.116 -0.061 1.442
C 1.9718 0.8503 -0.3473 -0.134 1.795 -1.567
S 1.9658 1.4960 -2.1837 0.197 -0.643 1.434
C -0.1703 0.6603 0.7426 1.140 1.477 -0.087
N 0.2325 -0.1841 1.9035 -1.477 -2.119 -0.441
C -0.0049 -1.6699 1.5741 -0.524 0.330 0.533
H 0.7354 2.7378 0.2136 0.676 -1.878 0.016
H 1.4943 1.7431 1.5726 -0.377 0.151 -1.332
H 2.9428 1.0529 0.0647 0.895 -0.761 -0.588
H 1.6049 -0.1812 -0.3532 0.980 0.213 -0.027
H 1.0004 0.6977 -2.6633 0.016 -0.019 0.167
H -0.3179 0.1176 -0.2460 -0.159 0.382 1.494
H -1.0457 1.2358 1.0072 -0.578 -0.052 -0.180
H -0.3842 0.1006 2.6907 0.652 -0.575 -0.760
H -0.9900 -1.8856 1.0512 1.071 0.376 0.555
H 0.8170 -2.0187 0.9625 0.080 0.264 -0.627
H 0.0881 -2.3926 2.4206 -0.347 1.119 -0.035
H -6.3793 -3.5778 -0.4929 2.171 0.789 1.218
H -5.6961 -3.2150 0.8851 -0.114 -0.047 -0.106
O -5.5076 -3.2673 -0.0584 -2.053 -0.740 -1.110
```
Positions in Å, forces in eV/Å.

***

Record 2
The following is a quantum chemistry calculation of a 2-piece molecular cluster, C5H10O3 overall in a non-equilibrium geometry, from OMol25.

The energy relative to the best compared isomer or geometry (same formula, charge and spin) is 64.18 kcal per mole. The highest occupied orbital energy is -10.09 eV. The SMILES is O=CCCCC=O.O. As for the charge: 0. The value obtained for the total energy is -422.15431 a.u. As for the gap between HOMO and LUMO: 10.564 eV.

```
18
Properties=species:S:1:pos:R:3:forces:R:3
O 1.6847 2.0806 -1.5939 -0.263 -0.629 -0.226
C 1.7671 1.9993 -0.3958 -1.460 0.704 -0.663
C 0.7023 1.4926 0.5280 -1.158 -2.578 -2.913
C 1.1425 0.3129 1.3986 0.097 2.016 2.927
C 0.0735 -0.7140 1.5976 0.221 -1.939 2.486
C -1.3190 -0.3539 2.0417 2.354 0.056 0.103
O -2.1863 -1.1611 2.1140 -1.286 -0.301 0.059
H 2.5686 2.5006 0.0480 2.019 0.603 1.248
H 0.1409 2.2981 0.8973 -0.181 1.307 1.505
H -0.0906 1.0873 -0.1757 0.846 0.131 0.377
H 1.9274 -0.1962 0.8969 1.076 -0.237 -0.232
H 1.5302 0.7331 2.4414 -0.556 -1.043 -2.096
H 0.0093 -1.4057 0.8402 -0.643 -0.731 -3.275
H 0.4041 -1.6680 2.1908 -0.206 2.118 0.528
H -1.3541 0.6890 2.3690 -0.860 0.519 0.174
H -0.8934 -2.4167 -3.9585 -0.001 0.039 -0.430
H -2.1681 -3.2035 -3.9795 0.387 0.293 -0.803
O -1.5326 -2.7744 -4.5938 -0.389 -0.328 1.232
```
Positions in Å, forces in eV/Å.

***

Record 3
The following is a quantum chemistry calculation of a single C10H16BNO2 molecule in a non-equilibrium geometry, from OMol25.

The energy relative to the best compared isomer or geometry (same formula, charge and spin) is 71.15 kcal per mole. The highest occupied orbital energy is -9.02 eV. As for the charge: 0. The value obtained for the total energy is -620.64773 a.u. As for the gap between HOMO and LUMO: 6.734 eV.

```
30
Properties=species:S:1:pos:R:3:forces:R:3
B -0.3691 1.0212 -0.4837 -0.744 0.479 -0.101
C -0.2642 2.6969 -0.3731 -1.415 -2.527 0.177
C -4.0931 -0.0636 -0.3264 1.075 2.093 0.742
C -2.8489 0.3282 0.1545 0.224 -1.525 -0.157
C 1.8292 0.7902 -1.3105 -0.593 1.988 1.711
C 1.3232 0.5332 1.0937 0.280 2.019 0.963
C 2.1655 -0.0439 -0.0302 0.005 0.598 -0.365
C -5.0580 -0.8558 0.4064 -0.548 0.555 -0.025
C 3.6539 0.1294 0.2982 0.575 1.686 -4.203
C 1.7096 -1.4687 -0.1849 -1.744 -0.308 -0.538
C -1.9186 0.6230 -0.8424 -1.028 2.403 -0.256
N 0.1911 3.7321 -0.2930 0.818 2.476 0.156
O 0.4540 0.7857 -1.6048 0.186 -1.412 -0.221
O -0.0915 0.4414 0.8016 1.734 0.085 0.434
H -4.3061 0.4147 -1.2591 -0.379 -0.424 -0.852
H -2.4468 0.0897 1.1602 -0.523 0.183 -0.590
H 2.0884 1.9122 -1.1500 0.226 -1.751 -0.144
H 2.2817 0.3995 -2.1642 1.257 -0.523 -1.367
H 1.6309 0.0248 1.9936 -0.757 -0.855 0.496
H 1.6609 1.6087 1.4237 -0.854 -1.335 -1.291
H -4.9043 -0.6416 1.4622 -0.478 -0.199 0.148
H -6.1040 -0.8773 0.0415 0.749 0.302 0.332
H -4.6248 -1.8044 0.2234 0.128 -1.755 0.122
H 3.8212 1.2483 0.0660 0.323 -1.641 0.015
H 4.3954 -0.5221 -0.3029 -1.453 1.108 0.295
H 4.0582 0.0547 1.2281 0.118 -0.628 3.323
H 1.9646 -2.0530 0.6755 -0.365 -0.217 0.955
H 2.1585 -2.0323 -0.9534 1.013 -0.229 -1.425
H 0.6038 -1.5194 -0.4563 1.358 0.029 0.842
H -2.3986 0.9239 -1.8226 0.812 -0.674 0.825
```
Positions in Å, forces in eV/Å.

***

Record 4
The following is a quantum chemistry calculation of a 2-piece molecular cluster, C3H12N3 overall in a non-equilibrium geometry, from OMol25.

The spin multiplicity is 3. The energy relative to the best compared isomer or geometry (same formula, charge and spin) is 48.99 kcal per mole. The highest occupied orbital energy (spin up / spin down) is -10.99 / -14.81 eV. As for the charge: +1. The value obtained for the total energy is -285.29125 a.u. As for the gap between HOMO and LUMO (spin up / spin down): 7.934 / 7.548 eV.

```
18
Properties=species:S:1:pos:R:3:forces:R:3
C 1.2065 1.5287 -0.3427 -2.700 -0.947 1.145
C 1.9295 -1.4697 0.1421 1.736 -3.340 -1.609
C -1.8395 0.3698 0.4024 -2.483 -1.701 -0.625
N -2.1171 -0.7622 -0.5108 -0.166 2.161 -2.362
N -0.5254 0.1332 0.8558 2.934 0.635 0.239
N 0.4657 0.1435 -0.0833 -2.413 3.760 1.806
H 0.3723 2.3131 -0.3458 1.181 -1.010 -0.435
H 1.7626 1.6979 0.5714 0.893 0.098 -0.519
H 1.6462 1.3357 -1.3202 0.558 0.523 0.474
H 1.3729 -1.9808 0.8984 -0.264 -0.189 0.237
H 2.0990 -2.0156 -0.8308 -0.563 0.649 1.111
H 2.7790 -0.9266 0.4326 0.863 0.901 0.557
H -2.5820 0.2523 1.2429 1.041 1.059 -0.572
H -1.7829 1.3585 -0.1258 -0.723 -0.724 0.538
H -2.7096 -1.4303 -0.0841 -0.531 -0.719 0.461
H -2.5830 -0.4532 -1.4063 0.688 -0.468 1.460
H -0.2975 0.2710 1.8402 0.445 0.154 -0.310
H -0.0184 -0.1118 -0.9021 -0.498 -0.841 -1.597
```
Positions in Å, forces in eV/Å.

***

| no. | molecular weight (g mol⁻¹) |
| --- | --- |
| 1 | 123.2 |
| 2 | 118.1 |
| 3 | 193.1 |
| 4 | 90.1 |